Computed, not measured: C27H35BrCl2I2N5OSSi2W as an isolated structure, with ωB97M-V with the def2-TZVPD basis set.

Values from the calculation:
HOMO-LUMO gap (spin up / spin down): 0.2467 / 0.2470 hartree
E: -177765.098 eV
HOMO (spin up / spin down): -10.278 / -10.283 eV
Total charge: +1
Energy relative to the best compared isomer or geometry (same formula, charge and spin): 28.97 kcal/mol

Atoms and positions in Å:
1 W 0.408688 0.610554 -0.051587
2 Cl -1.001189 2.146162 1.132000
3 C -0.080714 3.424157 1.904872
4 C -0.750973 4.406549 2.609392
5 C 0.018502 5.400038 3.189505
6 C 1.403524 5.386115 3.061345
7 C 2.030008 4.378330 2.349856
8 Cl 3.752168 4.378266 2.216451
9 C 1.280688 3.365273 1.746558
10 S 1.997971 2.037536 0.841298
11 H -1.828343 4.396544 2.696256
12 H -0.459931 6.192568 3.747169
13 H 2.005181 6.159478 3.516669
14 O -0.130799 -3.263740 -5.120092
15 C -0.185272 -2.518097 -4.014053
16 C -1.198405 -2.605566 -3.062090
17 C -1.151971 -1.795792 -1.949926
18 N -0.157041 -0.916370 -1.726388
19 C 0.761875 -0.830094 -2.688874
20 Br 1.976818 0.559903 -2.331428
21 C 0.832383 -1.580271 -3.830816
22 H -0.883000 -3.871525 -5.175760
23 H -2.025585 -3.292022 -3.184054
24 H -1.944604 -1.827356 -1.219647
25 H 1.610286 -1.443837 -4.566278
26 C -1.731810 -2.561373 1.097187
27 Si -1.564876 -0.665907 1.107829
28 C -1.824512 -0.375959 2.956381
29 C -3.071287 0.011396 0.143322
30 C -4.336597 -0.427603 0.551697
31 C -5.497467 -0.019409 -0.086264
32 C -5.416125 0.839823 -1.170960
33 C -4.175425 1.285142 -1.598624
34 C -2.989238 0.895894 -0.965188
35 Si -1.372450 1.601530 -1.687993
36 C -1.428736 3.480872 -1.777067
37 C -1.338450 1.171127 -3.522855
38 H -2.764190 -2.773519 1.388245
39 H -1.097397 -3.005685 1.866755
40 H -1.550465 -3.099694 0.168601
41 H -2.859458 -0.616560 3.211466
42 H -1.631194 0.637222 3.300078
43 H -1.189930 -1.048406 3.538316
44 H -4.426828 -1.103369 1.395738
45 H -6.460641 -0.370095 0.261370
46 H -6.315661 1.164322 -1.677899
47 H -4.134038 1.955734 -2.450424
48 H -2.296113 3.786799 -2.367764
49 H -0.537782 3.835479 -2.302831
50 H -1.481691 4.002083 -0.823724
51 H -2.115538 1.774007 -3.998955
52 H -1.550227 0.129547 -3.766623
53 H -0.393650 1.459326 -3.989718
54 C 1.680475 -2.533947 -0.030547
55 N 2.523111 -3.548103 0.563903
56 C 3.925667 -3.169659 0.384492
57 N 4.210070 -1.883188 1.017965
58 C 3.366588 -0.870829 0.430826
59 N 1.880454 -1.173486 0.579088
60 C 1.664598 -1.334595 2.074959
61 N 2.513781 -2.344338 2.660785
62 C 2.247459 -3.623560 2.001129
63 C 3.912769 -1.984861 2.445026
64 H 0.637950 -2.803779 0.096537
65 H 1.912483 -2.468534 -1.093655
66 H 4.147255 -3.103332 -0.682671
67 H 4.561527 -3.935991 0.827524
68 H 3.593579 -0.802979 -0.628087
69 H 3.569079 0.085357 0.907898
70 H 0.625287 -1.609182 2.233587
71 H 1.854101 -0.368015 2.541126
72 H 1.201724 -3.896863 2.151555
73 H 2.878280 -4.393962 2.444411
74 H 4.551296 -2.747585 2.891183
75 H 4.117399 -1.026617 2.925015
76 I 3.322516 3.814908 -1.712713
77 I 4.374036 4.863584 -3.919830

Forces on atoms 1 to 3 (eV/Å):
-0.46 -0.25 0.07
0.05 0.03 -0.04
-0.12 0.06 0.06

***

Computed, not measured: C27H35BrCl2NOSSe2Yb as an isolated structure, with ωB97M-V with the def2-TZVPD basis set.

Values from the calculation:
HOMO-LUMO gap (spin up / spin down): 0.2849 / 0.2573 hartree
E: -300238.243 eV
HOMO (spin up / spin down): -13.262 / -13.273 eV
2S+1: 2
Total charge: +2
Energy relative to the best compared isomer or geometry (same formula, charge and spin): 0.00 kcal/mol

Atoms and positions in Å:
1 Yb -2.226920 7.079990 17.198727
2 C -4.263077 4.390368 15.581275
3 C -2.780777 4.828773 15.829780
4 C -2.205233 5.603101 14.765962
5 C -2.989347 5.933339 13.553015
6 C -0.810133 5.723111 14.806469
7 C -0.189513 6.427813 13.592395
8 C -0.044217 5.236190 15.884431
9 C 1.426136 5.506927 15.955916
10 C -0.677713 4.561970 17.015729
11 C 0.171904 4.096995 18.195915
12 C -2.070592 4.403077 16.966307
13 C -2.734770 3.470094 17.964329
14 H -4.878227 3.890953 16.363515
15 H -4.080728 3.619030 14.785040
16 H -4.835291 5.148673 15.093719
17 H -3.185444 5.044600 12.914093
18 H -2.541673 6.641095 12.884134
19 H -3.914937 6.449555 13.685821
20 H 0.920403 6.331629 13.564838
21 H -0.461929 7.462303 13.673344
22 H -0.579116 6.008828 12.663968
23 H 1.662605 5.776990 16.972111
24 H 1.660102 6.386556 15.345701
25 H 2.083619 4.700911 15.588797
26 H 0.588977 3.065628 18.050238
27 H -0.350949 4.136826 19.091287
28 H 0.987391 4.837034 18.272979
29 H -2.162116 2.534834 17.918340
30 H -3.788298 3.262038 17.738095
31 H -2.666222 3.789281 18.945486
32 C -3.652379 10.901878 18.080966
33 Se -2.974007 9.390241 19.081825
34 C -4.612076 8.847720 19.842976
35 C -5.624058 8.028431 18.974279
36 Se -4.894783 6.319240 18.375910
37 C -5.068566 5.328556 20.058572
38 H -4.080504 11.567046 18.809456
39 H -4.332773 10.496198 17.302108
40 H -2.800275 11.298173 17.559703
41 H -5.098909 9.789623 20.165014
42 H -4.528919 8.252177 20.709256
43 H -5.950905 8.518504 18.021834
44 H -6.540304 7.886258 19.558408
45 H -6.130150 5.148674 20.328480
46 H -4.467557 5.792664 20.917660
47 H -4.737026 4.346124 19.787444
48 Cl -4.303623 8.076225 15.768254
49 C -3.628608 9.162098 14.493495
50 C -4.452391 9.553981 13.479487
51 C -3.931466 10.233677 12.364226
52 C -2.559408 10.405428 12.234183
53 C -1.763844 10.033045 13.333957
54 Cl -0.061921 10.326070 13.173979
55 C -2.255824 9.445531 14.522221
56 S -1.165958 9.032162 15.847202
57 H -5.542553 9.363406 13.548757
58 H -4.577452 10.727407 11.631891
59 H -2.052390 10.773893 11.390112
60 O 3.186837 7.862709 20.790927
61 C 2.114827 7.775894 20.036414
62 C 2.034855 8.391617 18.803016
63 C 0.902312 8.214457 17.992765
64 N -0.203314 7.510684 18.415914
65 C -0.047333 7.010187 19.653010
66 Br -1.649557 6.193038 20.359503
67 C 1.007027 7.087187 20.540313
68 H 3.935493 8.356251 20.427812
69 H 2.804195 8.943879 18.319209
70 H 0.956623 8.649782 17.011442
71 H 1.047970 6.738880 21.592622

Forces on atoms 1 to 3 (eV/Å):
0.69 0.23 0.27
1.37 -1.49 -0.49
-2.23 0.62 -0.57

***

Computed, not measured: C27H35BrN4P2Pt as an isolated structure, with ωB97M-V with the def2-TZVPD basis set.

Values from the calculation:
HOMO-LUMO gap (spin up / spin down): 0.2631 / 0.1757 hartree
E: -126389.617 eV
HOMO (spin up / spin down): -7.042 / -8.099 eV
2S+1: 3
Total charge: 0
Energy relative to the best compared isomer or geometry (same formula, charge and spin): 12.44 kcal/mol

Atoms and positions in Å:
1 Pt -2.211462 0.562670 -0.166978
2 C -1.438278 -2.443551 3.934369
3 C -0.442940 -1.614988 3.607771
4 C 0.815873 -1.861476 2.780439
5 C 0.706140 -2.081738 1.235815
6 C -0.146437 -3.177064 0.686904
7 C -0.895897 -4.022534 1.392779
8 C -0.554561 -4.541959 2.782810
9 C -1.406437 -3.926654 3.932533
10 C -3.304376 -1.129738 0.270991
11 H -2.404267 -2.021717 4.224007
12 H -0.594553 -0.529739 3.783782
13 H 1.425670 -2.664179 3.206025
14 H 1.415467 -0.941470 2.904899
15 H 0.348576 -1.139745 0.810795
16 H 1.725973 -2.227423 0.847533
17 H -0.234442 -3.175250 -0.403798
18 H -1.613576 -4.689290 0.876496
19 H 0.514745 -4.414779 3.032293
20 H -0.766729 -5.634261 2.796029
21 H -2.432006 -4.294495 3.801437
22 H -1.039667 -4.323509 4.888275
23 H -3.006982 -1.364497 1.305351
24 H -3.128548 -1.981137 -0.389389
25 H -4.348392 -0.771676 0.196226
26 P -1.073246 0.205891 -1.924057
27 P 0.510706 1.742635 1.206967
28 N -0.370423 -1.226685 -2.686013
29 N -1.717858 0.976764 -3.309390
30 N 2.322904 1.472777 1.011153
31 N 0.863565 3.466970 1.750866
32 C 0.484093 1.046053 -1.461867
33 C 0.217129 2.237823 -0.523187
34 C -0.909765 -2.485050 -2.957796
35 C -0.043166 -3.180334 -3.796407
36 C 1.060245 -2.322097 -4.075627
37 C 0.829413 -1.135319 -3.411713
38 C -3.070391 1.248158 -3.565972
39 C -3.155949 1.872801 -4.810319
40 C -1.822793 1.988731 -5.331760
41 C -0.955430 1.430700 -4.394323
42 C 3.146518 0.956064 2.027255
43 C 4.466449 0.906124 1.583778
44 C 4.477821 1.413560 0.250357
45 C 3.165617 1.755882 -0.070666
46 C 2.014906 4.263381 1.725018
47 C 1.650857 5.600111 1.873987
48 C 0.224034 5.637491 1.995632
49 C -0.230644 4.328729 1.910004
50 H 0.996169 1.356082 -2.381076
51 H 1.120263 0.278210 -0.995213
52 H 0.885349 3.067019 -0.780545
53 H -0.859620 2.564244 -0.552901
54 H -1.862950 -2.781408 -2.530200
55 H -0.153758 -4.192979 -4.186951
56 H 1.941263 -2.512085 -4.689947
57 H 1.438460 -0.248135 -3.376115
58 H -3.823109 1.022622 -2.829250
59 H -4.051766 2.225301 -5.306893
60 H -1.525668 2.424146 -6.271443
61 H 0.118918 1.357855 -4.361634
62 H 2.726243 0.677673 2.984577
63 H 5.317871 0.561272 2.162922
64 H 5.339104 1.528643 -0.396276
65 H 2.764850 2.181433 -0.979062
66 H 2.997973 3.836888 1.595292
67 H 2.325959 6.441968 1.880011
68 H -0.393370 6.511007 2.123091
69 H -1.229214 3.911122 1.939800
70 Br -3.140458 1.998160 1.598497

Forces on atoms 1 to 3 (eV/Å):
-1.80 0.27 1.96
0.17 0.51 0.20
-0.49 0.89 -1.10

***

Computed, not measured: C27H35BrN4P2Pt as an isolated structure, with ωB97M-V with the def2-TZVPD basis set.

Values from the calculation:
HOMO-LUMO gap (spin up / spin down): 0.1908 / 0.1165 hartree
E: -126370.042 eV
HOMO (spin up / spin down): -11.342 / -13.109 eV
2S+1: 5
Total charge: +2

Atoms and positions in Å:
1 Pt -0.059339 0.627441 1.664023
2 C -1.682410 1.429629 -2.798225
3 C -1.634848 0.098326 -2.717692
4 C -0.726269 -0.764950 -3.568067
5 C 0.684100 -0.194525 -3.732956
6 C 1.293454 0.460489 -2.524000
7 C 1.044587 1.663133 -1.988210
8 C 0.415027 2.795647 -2.747585
9 C -0.750378 2.308715 -3.598805
10 C 0.989793 1.192193 3.373298
11 H -2.517342 1.987231 -2.355319
12 H -2.410628 -0.460418 -2.179911
13 H -1.188066 -0.901123 -4.567186
14 H -0.688496 -1.779898 -3.148415
15 H 1.340228 -1.038475 -4.009723
16 H 0.682669 0.473342 -4.615899
17 H 2.156493 -0.106770 -2.134064
18 H 1.530171 1.929546 -1.043407
19 H 1.154679 3.283595 -3.405941
20 H 0.052176 3.558173 -2.038361
21 H -1.312284 3.166852 -4.007695
22 H -0.357778 1.783167 -4.475665
23 H 0.467446 1.992945 3.925667
24 H 2.080716 1.385705 3.318225
25 H 0.820391 0.260486 3.951653
26 P 1.598397 -0.594566 0.887292
27 P -1.775140 -0.548700 0.765032
28 N 2.946572 0.540295 0.546360
29 N 2.569856 -1.729049 1.823350
30 N -2.756364 0.732364 0.124543
31 N -2.880978 -1.511298 1.701941
32 C 0.758492 -1.718475 -0.271179
33 C -0.810986 -1.677830 -0.273156
34 C 2.866091 1.905685 0.886249
35 C 3.934643 2.589406 0.318473
36 C 4.722609 1.624692 -0.389816
37 C 4.117035 0.376459 -0.199704
38 C 3.157874 -1.442829 3.067840
39 C 4.050475 -2.461874 3.398277
40 C 4.049887 -3.396567 2.315654
41 C 3.177335 -2.906055 1.350903
42 C -2.596436 2.100795 0.400260
43 C -3.655983 2.793301 -0.158574
44 C -4.455457 1.845576 -0.866149
45 C -3.906986 0.589196 -0.651678
46 C -4.147919 -1.991272 1.329891
47 C -4.628377 -2.806033 2.343193
48 C -3.649578 -2.821426 3.386899
49 C -2.584883 -2.034277 2.971382
50 H 1.075829 -2.741812 -0.052863
51 H 1.125950 -1.477607 -1.285373
52 H -1.141876 -1.412858 -1.279304
53 H -1.212049 -2.679737 -0.067822
54 H 2.068134 2.273362 1.513598
55 H 4.103401 3.655513 0.433033
56 H 5.617381 1.829786 -0.965265
57 H 4.435621 -0.607734 -0.505037
58 H 2.886994 -0.551601 3.601074
59 H 4.659820 -2.514107 4.293485
60 H 4.639405 -4.303942 2.226016
61 H 2.943768 -3.288076 0.369880
62 H -1.823123 2.477447 1.058535
63 H -3.831348 3.849177 -0.038536
64 H -5.315326 2.032983 -1.477909
65 H -4.244195 -0.375345 -0.992721
66 H -4.582024 -1.702174 0.392509
67 H -5.566669 -3.324452 2.342980
68 H -3.709467 -3.349538 4.319287
69 H -1.663983 -1.760769 3.457304
70 Br -1.950484 1.363516 3.274124

Forces on atoms 1 to 3 (eV/Å):
-0.09 1.34 0.80
-0.58 0.38 -0.36
-0.44 0.09 -1.09